Entry 1:
{
  "formula": "C8H28N2O5",
  "method": "wB97M-V/def2-TZVPD",
  "species": ["O", "O", "O", "O", "O", "N", "N", "C", "C", "C", "C", "C", "C", "C", "C", "H", "H", "H", "H", "H", "H", "H", "H", "H", "H", "H", "H", "H", "H", "H", "H", "H", "H", "H", "H", "H", "H", "H", "H", "H", "H", "H", "H"],
  "coordinates": [[-2.839, -18.580, -8.459], [-3.738, -23.738, -10.699], [-3.654, -24.589, -4.996], [-0.101, -24.386, -8.158], [-2.198, -23.235, -7.408], [-4.354, -21.946, -8.458], [-0.063, -23.501, -11.004], [-4.662, -24.764, -10.448], [-1.551, -22.345, -12.443], [-2.828, -17.417, -7.674], [-2.449, -24.218, -10.997], [-1.453, -23.031, -11.068], [-3.453, -19.696, -7.852], [-3.913, -20.650, -8.985], [-5.058, -20.094, -9.775], [-0.831, -23.797, -7.970], [-2.769, -20.187, -7.160], [-3.850, -17.150, -7.405], [-5.052, -19.006, -9.826], [-2.510, -16.568, -8.281], [-4.760, -25.543, -11.205], [-5.600, -24.313, -10.127], [-2.929, -22.785, -7.831], [-2.202, -17.459, -6.783], [-1.277, -23.076, -13.204], [-3.634, -25.460, -5.392], [-3.060, -20.811, -9.644], [0.082, -24.816, -7.323], [-4.587, -22.599, -9.192], [-2.515, -24.840, -11.890], [-2.046, -24.949, -10.296], [-5.164, -21.838, -7.865], [0.575, -22.724, -11.102], [-2.530, -21.881, -12.558], [-4.358, -19.415, -7.315], [-1.558, -22.325, -10.244], [-2.830, -24.527, -4.512], [-6.033, -20.292, -9.331], [-4.259, -25.389, -9.651], [0.123, -23.740, -10.041], [-0.874, -21.493, -12.497], [-2.612, -23.855, -6.808], [-5.271, -20.446, -10.784]],
  "nbo_charge": [-0.540, -0.557, -0.937, -0.995, -0.997, -0.860, -0.847, -0.255, -0.613, -0.245, -0.071, -0.066, -0.059, -0.079, -0.634, 0.494, 0.186, 0.162, 0.216, 0.192, 0.178, 0.187, 0.503, 0.169, 0.216, 0.471, 0.207, 0.461, 0.395, 0.167, 0.183, 0.359, 0.347, 0.207, 0.155, 0.175, 0.474, 0.195, 0.164, 0.385, 0.200, 0.481, 0.223],
  "orbital_gap_ev": 9.24,
  "smiles": "COC[C@H](C)N.COC[C@H](C)N.O.O.O",
  "energy_ev": -21966.5582
}

=====

Entry 2:
{
  "formula": "C5H6O",
  "method": "wB97M-V/def2-TZVPD",
  "species": ["O", "C", "C", "C", "C", "C", "H", "H", "H", "H", "H", "H"],
  "coordinates": [[-4.469, 0.649, -0.016], [-1.537, -0.829, 0.106], [3.523, 0.410, 0.057], [0.989, -0.316, -0.240], [-0.401, -0.581, -0.130], [2.130, 0.051, -0.171], [3.943, 1.051, -0.723], [4.174, -0.496, 0.197], [-5.335, 0.542, -0.330], [3.626, 1.008, 1.017], [-4.133, -0.277, -0.010], [-2.509, -1.210, 0.243]],
  "nbo_charge": [-0.916, -0.172, -0.699, -0.110, -0.054, 0.093, 0.243, 0.245, 0.463, 0.245, 0.455, 0.207],
  "orbital_gap_ev": 10.32,
  "smiles": "C#CC#CC.O",
  "energy_ev": -7325.7589
}

=====

Entry 3:
{
  "formula": "C17H18FN2O4",
  "method": "wB97M-V/def2-TZVPD",
  "species": ["F", "O", "O", "O", "O", "N", "N", "C", "C", "C", "C", "C", "C", "C", "C", "C", "C", "C", "C", "C", "C", "C", "C", "C", "H", "H", "H", "H", "H", "H", "H", "H", "H", "H", "H", "H", "H", "H", "H", "H", "H", "H"],
  "coordinates": [[1.210, -0.854, -0.673], [-5.552, 2.107, -1.418], [-2.572, -1.459, 0.614], [-1.778, -6.693, 0.601], [-0.653, 3.049, 0.336], [3.369, -0.352, -0.292], [3.147, 2.274, -1.158], [1.854, 1.179, 0.562], [-2.396, -2.663, 0.613], [-2.306, 1.442, -0.156], [5.598, 0.808, -0.010], [-2.671, 3.940, -0.468], [-1.786, 2.825, -0.062], [-3.239, -3.562, -0.209], [-4.433, 2.324, -1.015], [-3.903, 3.710, -0.914], [-3.538, 1.212, -0.599], [2.122, -0.084, -0.163], [4.170, 0.711, 0.456], [-3.040, -4.878, -0.215], [-1.967, -5.499, 0.604], [-1.328, -3.279, 1.437], [3.203, 1.880, 0.248], [-1.126, -4.593, 1.434], [-3.640, -5.557, -0.808], [-3.947, 0.213, -0.672], [3.390, 2.738, 0.891], [-1.642, 0.650, 0.162], [2.929, 3.257, -1.248], [3.732, -1.149, -0.801], [-4.015, -3.088, -0.796], [6.122, -0.129, 0.176], [4.102, 0.358, 1.486], [-2.257, 4.936, -0.382], [4.013, 2.107, -1.652], [-0.738, -2.599, 2.040], [6.109, 1.602, 0.529], [5.656, 1.008, -1.080], [1.751, 0.981, 1.634], [-0.358, -5.071, 2.029], [-4.574, 4.502, -1.220], [0.983, 1.695, 0.161]],
  "nbo_charge": [-0.234, -0.458, -0.535, -0.457, -0.565, -0.497, -0.858, -0.532, 0.491, -0.267, -0.637, -0.252, 0.515, -0.235, 0.467, -0.202, -0.186, 0.845, -0.027, -0.213, 0.469, -0.243, -0.052, -0.212, 0.244, 0.247, 0.233, 0.233, 0.395, 0.453, 0.237, 0.240, 0.225, 0.237, 0.371, 0.221, 0.258, 0.221, 0.266, 0.237, 0.242, 0.316],
  "charge": 1,
  "orbital_gap_ev": 8.56,
  "energy_ev": -31799.8118
}

=====

Entry 4:
{
  "formula": "C29H46LaP2S",
  "method": "wB97M-V/def2-TZVPD",
  "species": ["La", "S", "P", "P", "C", "C", "C", "C", "C", "C", "C", "C", "C", "C", "C", "C", "C", "C", "C", "C", "C", "C", "C", "C", "C", "C", "C", "C", "C", "C", "C", "C", "C", "H", "H", "H", "H", "H", "H", "H", "H", "H", "H", "H", "H", "H", "H", "H", "H", "H", "H", "H", "H", "H", "H", "H", "H", "H", "H", "H", "H", "H", "H", "H", "H", "H", "H", "H", "H", "H", "H", "H", "H", "H", "H", "H", "H", "H", "H"],
  "coordinates": [[-0.220, -2.178, -0.299], [-1.552, -4.424, 0.954], [1.955, -3.010, -1.540], [-0.819, -2.407, -2.774], [2.807, -4.374, -2.430], [-1.448, 0.198, 0.946], [-1.293, 0.138, 2.417], [5.262, -2.139, -2.105], [0.021, -2.103, -4.361], [-2.309, -3.501, -2.943], [-2.720, -2.767, 4.413], [-2.514, -0.334, 0.149], [-1.152, 0.904, -1.229], [4.366, 0.181, -0.385], [-2.751, -3.446, 3.201], [-0.567, 0.902, 0.067], [3.747, -0.285, -2.802], [6.421, -1.219, -2.572], [-3.296, 0.003, -2.322], [-1.540, -3.818, 2.573], [-0.317, -3.643, 3.255], [5.785, 0.535, -0.783], [-3.568, -1.264, 0.599], [0.685, 1.578, 0.485], [-2.354, 0.151, -1.184], [2.545, -3.482, 0.195], [0.261, -3.754, -2.112], [-0.607, 1.562, -2.434], [4.052, -1.606, -2.866], [-0.301, -2.974, 4.477], [-1.493, -2.492, 5.024], [3.321, 0.347, -1.531], [6.406, 0.138, -1.905], [-4.222, -0.500, -2.010], [0.423, -4.285, -3.051], [2.179, -2.875, 1.049], [3.643, -3.373, 0.168], [0.648, -2.861, 5.003], [0.589, -4.040, 2.801], [-0.124, -4.429, -1.323], [6.311, -1.098, -3.666], [-1.412, 2.003, -3.037], [2.187, -4.740, -3.252], [-2.258, 0.025, 2.935], [6.974, 0.880, -2.473], [-3.562, 1.006, -2.701], [-0.704, -1.904, -5.162], [0.655, -2.948, -4.659], [0.542, 2.322, 1.290], [6.298, 1.160, -0.046], [3.648, -2.277, -3.649], [3.886, 0.390, -3.641], [2.889, -5.165, -1.675], [-0.079, 0.839, -3.076], [3.088, 1.408, -1.678], [4.312, -0.857, -0.023], [-2.842, -0.561, -3.157], [0.109, 2.353, -2.183], [-3.682, -3.688, 2.685], [0.695, -1.238, -4.284], [5.173, -2.076, -1.011], [4.071, 0.782, 0.487], [-2.362, -3.854, -3.984], [-1.465, -1.916, 5.947], [2.369, -0.084, -1.198], [-3.662, -2.473, 4.880], [-3.259, -2.326, 0.536], [-3.845, -1.076, 1.639], [-3.185, -2.877, -2.724], [2.280, -4.539, 0.340], [7.397, -1.694, -2.416], [-0.642, -0.697, 2.730], [-2.305, -4.341, -2.223], [5.485, -3.200, -2.291], [1.163, 2.092, -0.361], [3.795, -4.125, -2.824], [-0.856, 1.077, 2.800], [1.397, 0.841, 0.888], [-4.470, -1.152, -0.015]],
  "mulliken_charge": [0.362, -0.392, 1.503, 0.773, -1.281, 0.480, -0.916, -0.611, -1.265, -1.310, -0.543, -0.256, 0.517, -0.626, -0.495, 0.505, -0.927, -0.656, -1.175, 0.296, -0.423, -0.255, -1.098, -1.370, 0.874, -2.085, -2.212, -1.511, -0.887, -0.543, -0.480, 1.265, -0.858, 0.281, 0.703, 0.633, 0.427, 0.397, 0.577, 0.797, 0.403, 0.387, 0.405, 0.389, 0.349, 0.413, 0.486, 0.459, 0.441, 0.430, 0.894, 0.512, 0.463, -0.017, 0.574, -0.019, 0.160, 0.438, 0.464, 0.197, 0.090, 0.605, 0.448, 0.398, -1.225, 0.395, -0.096, 0.283, 0.352, 0.558, 0.406, -0.026, 0.425, 0.624, 0.323, 0.391, 0.365, 0.107, 0.532],
  "charge": 1,
  "orbital_gap_ev": [6.05, 6.05],
  "energy_ev": -61080.2799
}

=====

Entry 5:
{
  "formula": "C8H26NO6",
  "method": "wB97M-V/def2-TZVPD",
  "species": ["O", "O", "O", "O", "O", "O", "N", "C", "C", "C", "C", "C", "C", "C", "C", "H", "H", "H", "H", "H", "H", "H", "H", "H", "H", "H", "H", "H", "H", "H", "H", "H", "H", "H", "H", "H", "H", "H", "H", "H", "H"],
  "coordinates": [[-2.402, 2.295, 0.557], [-2.157, -5.335, 1.731], [-0.614, 0.668, -0.246], [-1.833, 2.498, -2.132], [2.507, 0.554, -1.539], [-1.832, -1.644, 1.100], [1.944, 0.970, 1.153], [1.811, -1.398, 0.768], [3.407, -0.038, -0.549], [-2.450, 3.647, -0.095], [-2.222, -4.093, 1.030], [-2.795, 3.453, -1.595], [3.344, 0.650, -2.681], [2.737, -0.176, 0.754], [-1.325, -2.891, 1.539], [-3.302, -3.946, 1.019], [-1.663, 4.295, 0.291], [-2.715, 4.400, -2.129], [2.418, -2.286, 0.591], [3.774, -1.001, -0.904], [-1.300, 1.340, -0.238], [-3.278, 4.185, 0.367], [3.631, -0.327, -3.069], [-0.296, -3.034, 1.209], [4.291, 0.593, -0.447], [1.545, 0.917, 2.079], [0.947, -1.300, 0.111], [2.447, 1.846, 1.151], [-2.460, 2.467, 1.500], [1.272, -1.449, 1.714], [-0.970, 2.886, -2.292], [3.534, -0.378, 1.470], [-2.659, -1.492, 1.562], [2.792, 1.069, -3.523], [0.182, 1.013, 0.167], [4.259, 1.239, -2.618], [-0.879, -0.161, 0.158], [-2.126, -4.223, -0.048], [-2.481, -5.973, 1.091], [-3.837, 3.135, -1.626], [-1.243, -2.974, 2.622]],
  "mulliken_spin": [-0.783, -0.003, 0.015, -0.063, -0.054, -0.512, 0.794, -0.047, 0.108, 0.738, 0.003, 0.047, 0.068, 0.073, 0.092, 0.010, -0.309, -0.017, 0.004, 0.015, -0.138, 0.070, -0.003, 0.181, -0.023, -0.325, 0.005, -0.093, 0.434, 0.055, 0.044, 0.075, 0.220, 0.013, 0.238, -0.004, 0.106, -0.005, -0.001, 0.000, -0.029],
  "orbital_gap_ev": [3.15, 10.63],
  "s_squared": 0.75,
  "multiplicity": 2,
  "energy_ev": -22486.2245
}